# 1
Entry from OMol25: C50H53ClN7SSiTi as an isolated structure (the ωB97M-V functional and the def2-TZVPD basis).

The geometry in XYZ format:
```
114
Properties=species:S:1:pos:R:3:lowdin_charge:R:1
Ti -0.54 -1.86 0.24 0.850
C 0.49 -3.85 3.36 -0.035
C -0.78 -3.05 3.44 -0.299
C -1.37 -2.93 4.69 -0.043
C -2.55 -2.22 4.83 -0.046
C -3.13 -1.69 3.70 -0.020
C -2.51 -1.86 2.45 -0.196
N -1.32 -2.50 2.34 0.082
C -3.17 -1.45 1.23 -0.200
C -4.48 -1.02 1.22 -0.021
C -5.13 -0.75 0.03 -0.049
C -4.46 -1.02 -1.16 -0.016
C -3.17 -1.51 -1.14 -0.231
N -2.48 -1.65 0.05 0.010
C -2.56 -2.03 -2.36 -0.237
C -3.22 -1.97 -3.60 -0.037
C -2.69 -2.62 -4.69 -0.071
C -1.49 -3.30 -4.55 -0.033
C -0.85 -3.27 -3.31 -0.302
C 0.45 -4.00 -3.16 -0.046
N -1.38 -2.67 -2.24 0.129
H 0.73 -4.27 4.33 0.083
H 0.41 -4.66 2.65 0.057
H 1.34 -3.23 3.05 0.061
H -0.90 -3.38 5.55 0.114
H -3.02 -2.10 5.79 0.115
H -4.06 -1.14 3.78 0.102
H -5.03 -0.90 2.14 0.106
H -6.14 -0.37 0.02 0.108
H -4.97 -0.88 -2.09 0.105
H -4.13 -1.40 -3.72 0.104
H -3.19 -2.59 -5.65 0.113
H -1.04 -3.84 -5.37 0.113
H 0.99 -3.98 -4.12 0.073
H 1.07 -3.54 -2.39 0.020
H 0.28 -5.04 -2.91 0.093
C 0.84 -0.78 1.52 -0.304
Si 0.71 0.81 2.51 0.691
C -1.02 1.45 3.03 -0.239
N -1.97 1.74 1.96 -0.186
C -3.28 2.15 2.49 -0.212
C -3.39 3.64 2.78 -0.172
C -3.22 4.44 1.48 -0.189
C -2.54 3.59 0.40 -0.195
C -1.44 2.74 1.02 -0.212
C 1.69 2.25 1.75 -0.258
C 1.71 3.52 2.33 -0.123
C 2.48 4.54 1.82 -0.083
C 3.28 4.32 0.70 -0.090
C 3.29 3.06 0.11 -0.087
C 2.50 2.04 0.63 -0.086
C 1.58 0.57 4.19 -0.221
C 1.05 -0.31 5.14 -0.101
C 1.69 -0.56 6.35 -0.092
C 2.88 0.09 6.65 -0.099
C 3.42 0.97 5.73 -0.088
C 2.78 1.20 4.51 -0.086
H 1.12 -1.52 2.27 -0.030
H 1.74 -0.67 0.91 -0.014
H -0.87 2.33 3.67 0.089
H -1.47 0.68 3.67 0.067
H -3.48 1.56 3.39 0.110
H -4.04 1.88 1.75 0.105
H -2.62 3.92 3.51 0.102
H -4.36 3.84 3.24 0.105
H -2.63 5.33 1.67 0.104
H -4.20 4.77 1.11 0.103
H -2.10 4.23 -0.36 0.111
H -3.25 2.94 -0.11 0.097
H -0.74 3.42 1.53 0.104
H -0.89 2.21 0.24 0.075
H 1.11 3.70 3.22 0.106
H 2.48 5.51 2.29 0.102
H 3.90 5.11 0.30 0.100
H 3.92 2.88 -0.75 0.087
H 2.51 1.06 0.18 0.066
H 0.12 -0.82 4.92 0.074
H 1.25 -1.24 7.06 0.097
H 3.38 -0.10 7.59 0.098
H 4.35 1.49 5.95 0.100
H 3.23 1.89 3.81 0.092
N 7.44 -0.06 -5.37 0.154
C 6.45 -0.19 -4.80 -0.191
C 5.22 -0.35 -4.10 -0.238
C 4.90 0.50 -3.04 -0.017
C 3.70 0.33 -2.36 -0.019
C 2.80 -0.68 -2.72 -0.232
C 3.14 -1.52 -3.79 -0.029
C 4.33 -1.36 -4.47 -0.019
C 1.62 -0.88 -1.96 -0.113
C 0.65 -1.06 -1.24 -0.138
H 5.59 1.28 -2.75 0.121
H 3.45 0.99 -1.54 0.073
H 2.46 -2.31 -4.07 0.092
H 4.58 -2.02 -5.30 0.120
S -1.64 1.16 -2.40 0.692
C -0.56 1.11 -3.68 -0.856
N 0.46 1.98 -3.76 0.026
C 1.47 1.97 -4.81 -0.167
C 0.86 1.40 -6.08 -0.155
C 0.25 0.05 -5.75 -0.170
N -0.72 0.24 -4.69 0.029
H 0.61 2.55 -2.94 0.122
H 2.33 1.37 -4.52 0.099
H 1.81 3.00 -4.97 0.123
H 1.64 1.30 -6.85 0.118
H 0.08 2.06 -6.46 0.122
H 1.04 -0.64 -5.42 0.104
H -0.25 -0.39 -6.61 0.121
H -1.45 -0.43 -4.57 0.080
Cl 1.53 -3.75 0.18 0.584
C -0.26 -3.94 0.11 -0.589
H -0.54 -4.59 0.94 -0.007
H -0.49 -4.45 -0.82 -0.014
```

Calculated total energy, eV: -117491.2597
Gap between HOMO and LUMO (alpha / beta), Ha: 0.2044 / 0.2554
Spin multiplicity: 2
E_HOMO (alpha / beta), eV: -5.90 / -7.67



# 2
Entry from OMol25: a single C5H9ClS2 molecule (the ωB97M-V functional and the def2-TZVPD basis).

The geometry in XYZ format:
```
17
Properties=species:S:1:pos:R:3:lowdin_charge:R:1
C -1.70 0.48 0.24 -0.193
C -1.04 -0.20 -0.94 -0.769
C 0.51 -0.10 -1.00 -0.694
C 1.52 -0.83 -0.15 -0.759
C 1.03 -0.40 1.34 -0.126
H -2.71 0.27 0.00 0.048
H -1.42 1.47 0.08 0.022
H -1.79 0.24 1.44 0.155
H -1.39 0.32 -1.87 0.136
H 1.04 -0.38 -1.84 0.021
H 0.51 2.20 0.06 -0.107
H 1.86 -0.69 2.06 0.084
H 0.10 -1.08 1.48 0.085
H 0.73 0.59 1.54 0.016
S 1.24 1.64 -0.97 0.787
S 2.99 -1.66 -0.64 0.604
Cl -1.51 -1.87 -0.82 0.689
```

Relative energy (zero: lowest compared OMol25 entry of this formula, charge and spin), kJ/mol: 295.3
Calculated total energy, eV: -39520.6148
SMILES string: CC(=S)[C@H](S)[C@H](C)Cl
Gap between HOMO and LUMO, Ha: 0.3023
Spin multiplicity: 1
E_HOMO, eV: -8.86